No. 1
{"formula": "C5H11NO", "method": "wB97M-V/def2-TZVPD", "smiles": "CCN(C)C(C)=O", "homo_lumo_gap_ev": 10.1, "symbols": ["C", "C", "N", "C", "C", "C", "O", "H", "H", "H", "H", "H", "H", "H", "H", "H", "H", "H"], "xyz": [[1.329, -1.468, 1.350], [1.400, -0.208, 0.481], [0.212, 0.469, 0.197], [-1.111, -0.163, 0.214], [-1.697, -0.270, -1.198], [0.399, 1.709, -0.521], [2.489, 0.217, 0.167], [1.201, -1.271, 2.411], [2.259, -1.969, 1.110], [0.451, -2.051, 1.067], [-1.675, 0.563, 0.806], [-1.105, -1.143, 0.668], [-2.255, 0.620, -1.495], [-2.345, -1.128, -1.335], [-0.903, -0.305, -1.948], [1.382, 2.156, -0.399], [0.176, 1.773, -1.583], [-0.209, 2.468, 0.008]]}

No. 2
{"formula": "C4H14IN3SV", "method": "wB97M-V/def2-TZVPD", "homo_lumo_gap_ev": [8.1, 5.1], "spin_multiplicity": 2, "total_charge": 2, "s2": 0.82, "symbols": ["C", "C", "H", "H", "H", "H", "H", "H", "V", "C", "H", "H", "H", "I", "N", "N", "C", "N", "S", "H", "H", "H", "H", "H"], "xyz": [[-0.932, -1.534, -3.036], [1.650, 0.664, -3.378], [-0.569, -2.556, -3.135], [-0.861, -0.964, -3.927], [-1.842, -1.456, -2.390], [2.320, 1.036, -2.563], [1.873, -0.195, -3.954], [0.835, 1.243, -3.768], [0.390, -0.404, -2.231], [-0.660, 1.341, -1.673], [-0.388, 2.216, -2.268], [-0.708, 1.754, -0.656], [-1.721, 1.213, -1.906], [2.121, -2.210, -1.747], [1.719, 0.662, -0.393], [1.305, 0.260, 0.938], [0.095, -0.295, 1.115], [-0.356, -0.363, 2.389], [-0.755, -0.898, -0.239], [1.719, 1.685, -0.439], [2.696, 0.377, -0.451], [1.708, 0.851, 1.689], [-1.201, -0.754, 2.598], [0.219, -0.005, 3.201]]}

No. 3
{"formula": "C39H50GeN8SSeY", "method": "wB97M-V/def2-TZVPD", "homo_lumo_gap_ev": 5.7, "total_charge": 1, "symbols": ["Y", "C", "C", "C", "C", "N", "C", "C", "C", "C", "C", "C", "N", "C", "C", "C", "C", "C", "N", "H", "H", "H", "H", "H", "H", "H", "H", "H", "H", "H", "C", "N", "C", "N", "S", "H", "H", "H", "H", "H", "H", "Se", "N", "C", "C", "C", "C", "C", "C", "N", "H", "H", "H", "H", "C", "C", "C", "C", "C", "C", "C", "C", "N", "C", "C", "C", "C", "H", "H", "H", "H", "H", "H", "H", "H", "H", "H", "H", "H", "H", "H", "H", "H", "H", "H", "C", "Ge", "C", "C", "C", "H", "H", "H", "H", "H", "H", "H", "H", "H", "H", "H"], "xyz": [[0.178, 0.060, 0.524], [4.203, 0.283, -2.101], [5.156, -0.420, -1.343], [4.772, -1.057, -0.162], [3.444, -0.948, 0.304], [2.571, -0.226, -0.491], [2.949, 0.387, -1.592], [2.962, -1.276, 1.667], [3.850, -1.385, 2.737], [3.358, -1.607, 4.015], [2.019, -1.949, 4.137], [1.136, -1.951, 3.011], [1.603, -1.441, 1.812], [-0.192, -2.429, 3.050], [-0.742, -3.289, 4.020], [-2.107, -3.605, 3.957], [-2.839, -3.131, 2.895], [-2.213, -2.335, 1.929], [-0.966, -1.863, 2.097], [4.535, 0.867, -2.981], [6.155, -0.593, -1.745], [5.581, -1.491, 0.526], [2.142, 1.002, -2.077], [4.908, -1.176, 2.591], [4.086, -1.596, 4.869], [1.579, -2.051, 5.124], [-0.119, -3.462, 4.882], [-2.615, -4.130, 4.828], [-3.884, -3.327, 2.851], [-2.747, -1.966, 1.048], [3.161, -5.369, -1.162], [2.562, -4.126, -0.800], [1.263, -3.783, -1.192], [0.966, -4.265, -2.448], [0.149, -3.010, -0.218], [4.142, -5.470, -0.633], [3.281, -5.460, -2.256], [2.530, -6.175, -0.897], [2.864, -3.661, 0.053], [1.827, -4.417, -3.007], [0.139, -3.897, -2.854], [-0.719, 1.022, 3.801], [-1.349, 1.192, 1.971], [-2.663, 1.381, 1.970], [-3.503, 1.730, 0.853], [-4.861, 2.055, 1.048], [-5.364, 2.066, 2.333], [-4.607, 1.904, 3.474], [-3.261, 1.586, 3.330], [-2.355, 1.560, 4.316], [-3.028, 1.728, -0.122], [-5.535, 2.257, 0.216], [-6.378, 2.375, 2.433], [-5.082, 2.086, 4.475], [0.722, -1.883, -5.594], [-0.277, -1.705, -4.477], [-1.625, -2.281, -4.467], [-2.622, -1.835, -3.643], [-4.116, -2.217, -3.701], [-2.312, -1.015, -2.514], [-1.058, -0.421, -2.458], [-0.078, -0.850, -3.435], [-0.708, 0.594, -1.600], [-1.213, 1.911, -2.108], [-0.823, 2.870, -0.967], [-2.738, 2.119, -2.505], [-0.459, 2.325, -3.418], [1.737, -1.611, -5.334], [0.364, -1.204, -6.411], [0.724, -2.915, -5.977], [-1.848, -2.911, -5.366], [-4.398, -2.954, -4.439], [-4.628, -1.237, -3.866], [-4.515, -2.563, -2.684], [-3.056, -0.865, -1.749], [0.861, -0.359, -3.243], [-1.301, 2.556, 0.020], [-1.113, 3.903, -1.231], [0.219, 2.850, -0.783], [-3.480, 1.516, -1.936], [-2.883, 1.923, -3.584], [-2.965, 3.191, -2.356], [0.624, 2.127, -3.270], [-0.710, 3.363, -3.541], [-0.822, 1.836, -4.313], [-0.552, 4.699, 2.159], [1.286, 4.038, 1.985], [2.396, 5.506, 1.159], [1.779, 4.148, 3.881], [1.540, 2.121, 1.395], [-1.188, 4.539, 1.281], [-0.607, 5.734, 2.432], [-0.959, 4.069, 2.959], [2.021, 5.921, 0.180], [3.427, 5.123, 0.910], [2.456, 6.290, 1.863], [1.499, 5.165, 4.280], [2.892, 4.019, 4.029], [1.281, 3.301, 4.437], [1.939, 1.632, 2.267], [2.345, 2.233, 0.672]]}

No. 4
{"formula": "C40H32AsI2IrNO6P", "method": "wB97M-V/def2-TZVPD", "homo_lumo_gap_ev": [7.3, 7.2], "spin_multiplicity": 5, "s2": 6.01, "symbols": ["Ir", "O", "C", "O", "C", "O", "O", "I", "C", "C", "C", "C", "C", "N", "H", "H", "H", "H", "C", "C", "As", "C", "C", "C", "C", "C", "C", "C", "C", "C", "C", "C", "C", "P", "C", "C", "C", "C", "C", "C", "C", "C", "C", "C", "C", "C", "H", "H", "H", "H", "H", "H", "H", "H", "H", "H", "H", "H", "H", "H", "H", "H", "H", "H", "H", "H", "H", "H", "H", "H", "I", "C", "C", "C", "C", "C", "C", "C", "O", "O", "H", "H", "H", "H"], "xyz": [[0.552, 0.670, 0.468], [-1.562, -1.752, 3.386], [-1.120, -1.336, 2.362], [-0.219, -1.435, 1.551], [-2.308, 0.105, 1.709], [-3.438, -0.267, 1.721], [-1.593, 1.058, 1.426], [0.677, 3.484, -0.609], [-0.458, 2.303, -1.900], [-0.847, 2.720, -3.156], [-1.549, 1.814, -3.935], [-1.834, 0.553, -3.429], [-1.405, 0.239, -2.152], [-0.729, 1.105, -1.403], [-0.596, 3.707, -3.515], [-1.864, 2.088, -4.933], [-2.372, -0.179, -4.013], [-1.585, -0.731, -1.705], [2.053, -0.488, 3.409], [3.226, -0.521, 4.375], [2.968, -1.582, 6.039], [1.260, -0.764, 6.519], [0.045, -1.055, 5.912], [-1.095, -0.339, 6.241], [-1.032, 0.677, 7.184], [0.176, 0.974, 7.797], [1.314, 0.256, 7.466], [2.375, -3.270, 5.249], [2.923, -3.734, 4.058], [2.557, -4.966, 3.540], [1.642, -5.759, 4.213], [1.106, -5.317, 5.413], [1.474, -4.085, 5.928], [2.173, 0.772, 2.098], [2.307, 2.326, 3.018], [3.507, 2.794, 3.547], [3.522, 3.938, 4.324], [2.341, 4.618, 4.588], [1.143, 4.154, 4.069], [1.126, 3.015, 3.282], [3.743, 0.519, 1.252], [4.412, 1.566, 0.627], [5.512, 1.308, -0.171], [5.947, 0.005, -0.362], [5.276, -1.045, 0.247], [4.176, -0.791, 1.046], [1.120, -0.224, 3.927], [1.858, -1.453, 2.939], [3.458, 0.483, 4.740], [4.132, -0.889, 3.886], [-0.027, -1.829, 5.158], [-2.026, -0.574, 5.743], [-1.923, 1.235, 7.440], [0.233, 1.764, 8.535], [2.254, 0.491, 7.954], [3.648, -3.133, 3.518], [2.986, -5.303, 2.605], [1.350, -6.718, 3.807], [0.394, -5.931, 5.948], [1.042, -3.752, 6.866], [4.432, 2.268, 3.345], [4.458, 4.299, 4.727], [2.357, 5.510, 5.199], [0.219, 4.677, 4.276], [0.188, 2.653, 2.873], [4.075, 2.587, 0.760], [6.022, 2.129, -0.656], [6.803, -0.194, -0.991], [5.602, -2.064, 0.092], [3.636, -1.619, 1.487], [2.543, -4.787, -6.506], [2.303, -3.354, -5.004], [2.690, -2.042, -5.239], [2.532, -1.098, -4.241], [1.991, -1.459, -3.012], [1.608, -2.776, -2.788], [1.761, -3.726, -3.783], [1.812, -0.413, -1.949], [2.076, 0.772, -2.165], [1.338, -0.852, -0.840], [3.113, -1.762, -6.195], [2.823, -0.068, -4.398], [1.192, -3.047, -1.828], [1.460, -4.749, -3.609]]}

No. 5
{"formula": "C12H13NO", "method": "wB97M-V/def2-TZVPD", "homo_lumo_gap_ev": 8.3, "symbols": ["C", "C", "C", "C", "C", "C", "C", "C", "C", "C", "C", "C", "H", "H", "H", "H", "H", "H", "H", "H", "H", "H", "H", "H", "H", "N", "O"], "xyz": [[-0.169, -0.959, 2.651], [-0.311, -1.552, 1.104], [0.378, -0.678, 0.060], [1.525, -1.265, -0.337], [2.433, -0.852, -1.456], [2.006, 0.320, -2.121], [0.846, 0.936, -1.941], [0.336, 2.294, -2.474], [-0.845, 2.749, -2.371], [-1.570, 2.139, -1.247], [-1.033, 1.155, -0.526], [-0.003, 0.441, -0.921], [-1.188, -0.790, 4.338], [-1.515, -2.701, 3.448], [0.877, -1.043, 3.507], [-0.147, 0.088, 2.182], [0.105, -2.593, 0.957], [-2.089, -1.738, 1.839], [1.613, -2.411, 0.065], [3.514, -1.563, -1.494], [2.698, 1.109, -2.624], [1.158, 2.701, -3.096], [-1.107, 3.696, -2.867], [-2.462, 2.841, -0.759], [-1.809, 0.593, -0.120], [-1.491, -1.407, 3.340], [-1.749, -1.509, 0.863]]}

No. 6
{"formula": "C19H18N2O4", "method": "wB97M-V/def2-TZVPD", "smiles": "Cc1c(NC(=O)c2ccc(NC(=O)C3CC3)cc2)cccc1C(=O)O", "homo_lumo_gap_ev": 8.8, "symbols": ["C", "C", "C", "C", "C", "C", "C", "N", "C", "O", "C", "C", "C", "C", "C", "C", "H", "H", "N", "C", "O", "C", "C", "C", "H", "H", "H", "H", "H", "H", "H", "H", "H", "H", "H", "H", "C", "O", "O", "H", "H", "H", "H"], "xyz": [[-1.652, 2.162, -0.502], [-0.198, 2.503, -0.523], [0.564, 2.384, -1.696], [1.889, 2.817, -1.734], [2.472, 3.384, -0.619], [1.750, 3.471, 0.556], [0.440, 3.005, 0.619], [-0.225, 3.089, 1.856], [-0.874, 2.106, 2.552], [-1.478, 2.379, 3.571], [-0.779, 0.724, 2.015], [-1.910, -0.087, 2.069], [-1.870, -1.374, 1.581], [-0.690, -1.890, 1.043], [0.456, -1.098, 1.034], [0.407, 0.195, 1.516], [1.311, 0.785, 1.517], [1.376, -1.500, 0.646], [-0.717, -3.193, 0.548], [0.289, -3.911, -0.046], [1.413, -3.494, -0.225], [-0.135, -5.280, -0.457], [0.490, -5.842, -1.712], [0.908, -6.370, -0.387], [1.878, -6.079, -0.016], [0.586, -7.355, -0.086], [-0.128, -6.451, -2.352], [1.180, -5.195, -2.232], [-1.161, -5.551, -0.242], [-1.615, -3.649, 0.633], [-2.758, -1.990, 1.613], [-2.820, 0.314, 2.490], [-0.157, 3.970, 2.350], [2.201, 3.887, 1.445], [3.489, 3.742, -0.658], [2.450, 2.710, -2.648], [-0.009, 1.776, -2.919], [-1.036, 1.147, -2.993], [0.757, 1.975, -4.007], [0.349, 1.537, -4.770], [-2.135, 2.565, 0.384], [-1.795, 1.083, -0.524], [-2.141, 2.563, -1.388]]}